1.
{"formula": "C30H30As2ClNO15Rh", "method": "wB97M-V/def2-TZVPD", "species": ["Rh", "O", "C", "C", "C", "C", "C", "C", "C", "O", "N", "O", "O", "H", "H", "H", "H", "C", "O", "C", "O", "C", "C", "As", "C", "C", "C", "As", "C", "C", "O", "O", "C", "C", "O", "O", "C", "C", "O", "O", "C", "H", "H", "H", "H", "H", "H", "H", "H", "H", "H", "H", "H", "H", "H", "H", "H", "H", "H", "C", "C", "C", "C", "Cl", "C", "C", "C", "O", "C", "C", "O", "O", "H", "H", "H", "H", "H", "H", "H", "H"], "positions_angstrom": [[0.836, 1.734, -1.220], [0.367, 3.128, 0.126], [0.996, 3.172, 1.198], [2.246, 2.526, 1.532], [2.736, 2.793, 2.791], [3.962, 2.253, 3.083], [4.721, 1.479, 2.252], [4.250, 1.229, 0.981], [3.061, 1.813, 0.608], [2.680, 1.548, -0.670], [4.742, 2.755, 4.255], [5.852, 2.266, 4.563], [4.290, 3.747, 4.795], [0.602, 3.748, 2.061], [2.119, 3.418, 3.436], [5.721, 1.164, 2.504], [4.800, 0.669, 0.255], [-4.354, 2.733, -0.552], [-3.176, 2.470, -1.459], [-2.067, 1.856, -1.160], [-1.065, 2.050, -1.928], [-1.934, 1.108, 0.116], [-2.878, 1.110, 1.218], [-3.741, -0.626, 1.563], [-5.003, -0.383, 3.043], [-2.135, -1.320, 2.404], [-0.925, -1.092, 1.884], [-0.383, -0.098, 0.260], [-0.940, -1.506, -1.046], [0.387, -1.649, 2.473], [1.427, -1.698, 1.856], [0.290, -2.002, 3.730], [1.315, -2.684, 4.462], [-2.252, -2.112, 3.691], [-2.422, -1.548, 4.736], [-2.084, -3.406, 3.434], [-2.419, -4.285, 4.487], [-2.565, 1.977, 2.416], [-1.433, 2.407, 2.534], [-3.557, 2.203, 3.284], [-3.320, 2.764, 4.618], [-4.697, 3.672, -0.915], [-3.924, 2.868, 0.442], [-4.989, 1.935, -0.719], [-5.845, 0.277, 2.710], [-4.512, 0.149, 3.813], [-5.432, -1.350, 3.300], [-1.719, -2.083, -0.584], [-0.058, -2.135, -1.306], [-1.205, -0.944, -1.993], [0.954, -3.628, 4.853], [1.487, -2.121, 5.321], [2.262, -2.761, 3.965], [-2.998, -5.075, 3.917], [-2.992, -3.819, 5.287], [-1.541, -4.647, 4.971], [-2.305, 2.536, 5.035], [-3.858, 2.116, 5.223], [-3.439, 3.891, 4.644], [1.964, -2.406, -4.576], [1.740, -2.128, -6.041], [2.014, -3.172, -6.977], [1.749, -2.965, -8.273], [2.106, -4.265, -9.328], [1.192, -1.781, -8.757], [1.050, -0.726, -7.865], [1.337, -0.920, -6.532], [1.052, 0.089, -5.656], [2.157, 0.775, -5.017], [1.610, 1.273, -3.637], [1.584, 2.467, -3.322], [1.173, 0.397, -2.809], [1.037, -2.205, -4.078], [2.745, -1.777, -4.138], [2.284, -3.403, -4.507], [2.230, -4.166, -6.595], [1.019, -1.681, -9.842], [0.642, 0.179, -8.164], [2.375, 1.662, -5.594], [3.004, 0.164, -4.867]], "spin_multiplicity": 5, "orbital_gap_ha": [0.235, 0.166], "energy_ev": -200990.8455, "total_charge": 1, "e_homo_ev": [-10.31, -10.31]}

2.
{"formula": "C30H30AsBCrF5N6OSSi", "method": "wB97M-V/def2-TZVPD", "species": ["Cr", "C", "C", "N", "N", "C", "B", "N", "C", "C", "C", "N", "N", "C", "C", "C", "N", "H", "H", "H", "H", "H", "H", "H", "H", "H", "H", "C", "As", "C", "C", "S", "H", "H", "H", "H", "H", "H", "H", "H", "H", "C", "C", "C", "C", "C", "C", "Si", "C", "C", "C", "C", "C", "C", "H", "H", "H", "H", "H", "H", "H", "H", "H", "H", "H", "F", "C", "C", "F", "C", "F", "C", "O", "C", "F", "C", "F"], "positions_angstrom": [[-0.601, -0.120, 0.844], [-4.881, 0.041, 0.880], [-3.637, 0.607, 0.603], [-2.666, -0.227, 0.965], [-3.253, -1.329, 1.478], [-4.584, -1.187, 1.437], [-2.387, -2.427, 2.141], [-1.405, -2.977, 1.087], [-1.162, -4.240, 0.720], [-0.117, -4.246, -0.184], [0.231, -2.903, -0.316], [-0.545, -2.149, 0.459], [-1.579, -1.758, 3.269], [-1.606, -1.983, 4.591], [-0.825, -1.029, 5.210], [-0.358, -0.238, 4.158], [-0.807, -0.688, 2.995], [-5.852, 0.463, 0.695], [-3.397, 1.554, 0.147], [-5.223, -1.970, 1.809], [-3.076, -3.307, 2.573], [-1.752, -5.044, 1.126], [0.325, -5.092, -0.677], [0.984, -2.447, -0.938], [-2.183, -2.798, 4.994], [-0.630, -0.919, 6.262], [0.264, 0.641, 4.192], [1.285, 4.641, 2.193], [1.301, 2.860, 1.459], [2.021, 3.088, -0.302], [2.576, 1.918, 2.553], [-0.729, 2.246, 1.459], [2.275, 5.089, 2.113], [0.987, 4.581, 3.239], [0.557, 5.237, 1.647], [3.106, 3.172, -0.248], [1.590, 3.996, -0.721], [1.754, 2.218, -0.893], [3.421, 1.636, 1.928], [2.124, 1.019, 2.957], [2.900, 2.585, 3.351], [-3.158, 3.905, -3.223], [-1.919, 3.982, -2.601], [-1.320, 2.832, -2.108], [-1.925, 1.579, -2.230], [-3.170, 1.528, -2.863], [-3.784, 2.674, -3.351], [-1.131, -0.012, -1.579], [0.223, -0.511, -2.801], [0.207, -1.778, -3.392], [1.208, -2.184, -4.264], [2.252, -1.323, -4.573], [2.280, -0.053, -4.013], [1.276, 0.341, -3.140], [-3.633, 4.801, -3.603], [-1.425, 4.940, -2.495], [-0.365, 2.917, -1.601], [-3.669, 0.572, -2.973], [-4.750, 2.605, -3.835], [-2.187, -1.042, -1.826], [-0.603, -2.461, -3.162], [1.172, -3.172, -4.706], [3.036, -1.636, -5.250], [3.087, 0.628, -4.251], [1.312, 1.341, -2.724], [5.675, -3.276, 0.157], [4.634, -2.450, 0.296], [4.540, -1.296, -0.460], [5.505, -0.992, -1.331], [3.454, -0.452, -0.312], [3.434, 0.671, -1.050], [2.397, -0.712, 0.571], [1.378, 0.117, 0.652], [2.552, -1.869, 1.348], [1.636, -2.183, 2.268], [3.631, -2.724, 1.208], [3.706, -3.821, 1.964]], "spin_multiplicity": 4, "orbital_gap_ha": [0.301, 0.281], "energy_ev": -164825.3126, "total_charge": 0, "e_homo_ev": [-7.89, -7.36]}